# 1
Below is C7H9NO3S in the gas phase in a non-equilibrium geometry, with properties calculated with ωB97M-V with the def2-TZVPD basis set.

Values from the calculation:
Charge: 0
Frontier orbital gap (eV): 10.6944
HOMO energy (eV): -9.96
2S+1: 1
SMILES string: O=S1(=O)NC[C@@]23C=C[C@@H](C[C@@H]21)O3
LUMO level (eV): 0.731

CARTESIAN COORDINATES (ANGSTROEM)
O: 2.567 0.535 -1.366
S: 1.894 0.985 -0.186
O: 2.243 2.265 0.346
N: 2.106 -0.166 1.036
C: 0.855 -0.281 1.757
C: -0.242 -0.331 0.718
C: -1.725 -0.233 0.919
C: -2.249 -0.654 -0.229
C: -1.075 -1.014 -1.110
C: -0.462 0.337 -1.633
C: 0.081 0.936 -0.364
O: -0.102 -1.417 -0.167
H: 2.376 -1.041 0.606
H: 0.743 0.607 2.382
H: 0.859 -1.175 2.381
H: -2.200 0.165 1.792
H: -3.276 -0.700 -0.535
H: -1.228 -1.774 -1.868
H: 0.356 0.110 -2.317
H: -1.200 0.962 -2.127
H: -0.322 1.884 -0.034

natural (NBO) analysis output, partial charges in e: -0.9405 2.2850 -0.9347 -0.8190 -0.2654 0.2479 -0.2244 -0.1990 0.0506 -0.4447 -0.5085 -0.5090 0.4033 0.2212 0.2300 0.2292 0.2261 0.2160 0.2554 0.2253 0.2551

# 2
Below is a molecular structure, C7H9NS in a non-equilibrium geometry, with properties calculated with ωB97M-V with the def2-TZVPD basis set.

Values from the calculation:
Charge: 0
Frontier orbital gap (eV): 9.5094
HOMO energy (eV): -8.82
2S+1: 1
LUMO level (eV): 0.689

CARTESIAN COORDINATES (ANGSTROEM)
C: -0.860 1.537 0.635
C: 2.085 -0.331 0.720
C: 1.955 -0.418 -0.600
C: 0.910 0.246 1.576
C: 0.866 0.221 -1.230
C: -0.233 0.336 0.498
C: -2.566 -0.671 -0.719
N: -1.317 2.554 0.918
S: -1.323 -1.104 0.513
H: 2.790 -0.953 1.230
H: 2.656 -1.088 -1.113
H: 0.666 -0.330 2.418
H: 1.227 1.262 1.785
H: 1.153 1.189 -1.608
H: 0.257 -0.307 -1.966
H: -3.428 -0.239 -0.309
H: -2.919 -1.634 -1.228
H: -1.918 -0.271 -1.521

natural (NBO) analysis output, partial charges in e: 0.2155 -0.1586 -0.2492 -0.4393 -0.3427 -0.2534 -0.7600 -0.3078 0.2590 0.2046 0.2278 0.2321 0.2371 0.2177 0.2102 0.2344 0.2371 0.2354

# 3
Below is C7H9P in the gas phase in a non-equilibrium geometry, with properties calculated with ωB97M-V with the def2-TZVPD basis set.

Values from the calculation:
Charge: 0
Frontier orbital gap (eV): 9.0874
HOMO energy (eV): -8.44
2S+1: 1
LUMO level (eV): 0.650

CARTESIAN COORDINATES (ANGSTROEM)
C: 1.374 -1.501 -0.069
C: 2.596 -0.928 -0.043
C: 0.282 -0.533 0.163
C: 0.734 0.772 0.233
C: -1.212 -0.866 0.009
C: -1.284 1.711 0.029
C: -1.982 0.418 -0.349
P: 2.441 0.982 -0.132
H: 1.116 -2.495 -0.117
H: 3.646 -1.259 -0.011
H: -1.198 -1.580 -0.796
H: -1.548 -1.288 1.069
H: -1.374 2.191 1.004
H: -1.456 2.408 -0.673
H: -2.194 0.412 -1.496
H: -2.995 0.420 0.086
H: 3.054 1.135 1.092

natural (NBO) analysis output, partial charges in e: -0.2569 -0.4169 -0.0797 -0.3544 -0.4265 -0.2458 -0.4543 0.5675 0.2092 0.2258 0.2227 0.2188 0.1999 0.1777 0.2065 0.2241 -0.0176

# 4
Below is C7H9PS4 in the gas phase in a non-equilibrium geometry, with properties calculated with ωB97M-V with the def2-TZVPD basis set.

Values from the calculation:
Charge: 0
Frontier orbital gap (eV): 8.9742
HOMO energy (eV): -8.86
2S+1: 1
SMILES string: S=[P@@](S)(Cc1ccccc1)SS
LUMO level (eV): 0.119

CARTESIAN COORDINATES (ANGSTROEM)
S: 1.986 0.900 -2.063
P: 1.908 0.684 -0.142
S: 3.559 1.503 0.835
C: 0.370 1.355 0.876
C: -0.811 0.557 0.416
C: -1.527 1.055 -0.634
C: -2.587 0.338 -1.150
C: -2.982 -0.868 -0.559
C: -2.214 -1.367 0.500
C: -1.082 -0.723 0.844
S: 2.165 -1.396 0.309
S: 4.000 -1.886 -0.354
H: 3.568 0.644 1.835
H: 0.158 2.311 0.554
H: 0.448 1.312 2.004
H: -1.125 1.960 -0.992
H: -2.934 0.533 -2.110
H: -3.957 -1.250 -0.821
H: -2.419 -2.374 0.737
H: -0.470 -1.179 1.645
H: 3.945 -2.108 -1.731

natural (NBO) analysis output, partial charges in e: -0.5033 0.8869 -0.2560 -0.6713 -0.0542 -0.1992 -0.1984 -0.1918 -0.2122 -0.2061 -0.1598 -0.0961 0.1459 0.2422 0.2554 0.2120 0.2123 0.2153 0.2159 0.2096 0.1527

# 5
Below is 2 unconnected molecules or ions with the total composition C7HN3O4 in a non-equilibrium geometry, with properties calculated with ωB97M-V with the def2-TZVPD basis set.

Values from the calculation:
Charge: -2
Frontier orbital gap (spin up / spin down) (eV): 7.2627 / 6.3399
HOMO energy (spin up / spin down) (eV): -0.85 / -2.09
2S+1: 3
LUMO level (spin up / spin down) (eV): 6.417 / 4.253

CARTESIAN COORDINATES (ANGSTROEM)
C: -0.146 -0.311 2.078
C: 1.545 -0.698 -0.501
C: -0.542 -1.826 -0.579
C: -0.161 2.044 1.316
C: -0.059 -0.028 -2.463
C: -0.653 0.485 1.066
C: 0.241 -0.720 -1.000
N: 0.380 -0.891 2.912
N: 2.663 -0.652 -0.262
N: -0.970 -2.892 -0.294
O: 0.842 2.448 0.751
O: -1.188 0.404 -2.591
O: -1.026 2.478 2.076
O: 0.859 -0.244 -3.231
H: -1.788 0.402 0.722

natural (NBO) analysis output, partial charges in e: 0.2111 0.2743 0.2810 0.7941 0.8043 -0.3865 -0.2279 -0.4283 -0.3359 -0.3784 -0.7073 -0.7197 -0.7076 -0.7073 0.2339

# 6
Below is 6 unconnected molecules or ions with the total composition C80H180O4P6 in a non-equilibrium geometry, with properties calculated with ωB97M-V with the def2-TZVPD basis set.

Values from the calculation:
Charge: +2
Frontier orbital gap (eV): 6.5992
HOMO energy (eV): -9.88
2S+1: 1
LUMO level (eV): -3.282

CARTESIAN COORDINATES (ANGSTROEM)
P: -19.577 -20.840 2.112
O: -20.982 -21.508 1.912
O: -18.930 -20.460 0.754
O: -18.673 -21.871 2.797
O: -19.927 -19.606 3.014
C: -12.932 -21.713 2.166
C: -14.161 -21.109 2.595
C: -15.033 -20.308 1.552
C: -16.179 -19.508 2.157
P: -16.744 -18.146 1.094
C: -15.413 -16.934 1.196
C: -15.768 -15.515 0.808
C: -14.580 -14.565 0.659
C: -13.706 -15.106 -0.427
C: -16.983 -18.703 -0.587
C: -17.939 -18.011 -1.547
C: -18.227 -18.989 -2.717
C: -19.093 -18.337 -3.779
C: -18.250 -17.453 1.765
C: -18.130 -17.063 3.211
C: -19.352 -16.188 3.657
C: -19.498 -14.902 2.836
H: -12.397 -22.226 2.942
H: -12.212 -21.040 1.669
H: -13.123 -22.490 1.491
H: -13.952 -20.526 3.474
H: -14.730 -22.004 2.982
H: -15.321 -21.046 0.857
H: -14.416 -19.657 0.967
H: -15.877 -19.120 3.128
H: -17.022 -20.147 2.370
H: -14.672 -17.327 0.545
H: -15.043 -16.986 2.193
H: -16.416 -15.122 1.611
H: -16.424 -15.497 -0.112
H: -14.050 -14.538 1.586
H: -14.888 -13.536 0.437
H: -14.229 -15.309 -1.387
H: -13.284 -16.056 -0.089
H: -12.796 -14.506 -0.499
H: -17.249 -19.744 -0.493
H: -16.049 -18.693 -1.205
H: -17.564 -16.979 -1.825
H: -18.920 -17.842 -1.121
H: -18.778 -19.805 -2.236
H: -17.340 -19.296 -3.180
H: -20.098 -18.127 -3.460
H: -19.254 -18.972 -4.693
H: -18.655 -17.389 -4.172
H: -19.015 -18.208 1.617
H: -18.413 -16.667 1.065
H: -17.190 -16.612 3.539
H: -18.224 -17.973 3.779
H: -19.294 -15.858 4.695
H: -20.251 -16.811 3.379
H: -18.566 -14.834 2.271
H: -19.618 -14.064 3.532
H: -20.394 -14.947 2.274
C: -14.692 -22.100 6.966
C: -15.591 -21.018 6.435
C: -16.802 -21.588 5.680
C: -17.951 -20.548 5.378
P: -19.595 -20.754 6.110
C: -19.382 -21.235 7.857
C: -20.692 -21.433 8.643
C: -20.617 -21.986 10.085
C: -19.775 -21.258 11.133
C: -20.557 -19.264 6.025
C: -20.115 -17.936 6.764
C: -21.168 -16.814 6.717
C: -22.485 -16.960 7.529
C: -20.630 -21.942 5.346
C: -19.958 -23.236 5.194
C: -20.630 -24.254 4.246
C: -21.989 -24.624 4.647
H: -15.383 -22.765 7.469
H: -13.998 -21.666 7.720
H: -14.164 -22.591 6.144
H: -15.055 -20.325 5.713
H: -16.090 -20.511 7.287
H: -17.194 -22.320 6.363
H: -16.555 -22.084 4.651
H: -17.985 -20.434 4.304
H: -17.715 -19.574 5.840
H: -18.695 -20.602 8.433
H: -18.780 -22.158 7.807
H: -21.348 -22.080 8.108
H: -21.114 -20.441 8.733
H: -20.351 -23.102 10.074
H: -21.587 -21.862 10.570
H: -18.734 -21.151 10.832
H: -19.963 -21.749 12.063
H: -20.171 -20.239 11.169
H: -21.506 -19.716 6.413
H: -20.713 -19.169 4.942
H: -19.133 -17.648 6.376
H: -19.988 -18.172 7.782
H: -21.444 -16.684 5.660
H: -20.512 -16.009 6.997
H: -23.053 -17.891 7.387
H: -23.161 -16.092 7.276
H: -22.344 -16.916 8.592
H: -20.778 -21.567 4.344
H: -21.590 -22.058 5.759
H: -19.739 -23.688 6.198
H: -18.956 -23.100 4.750
H: -19.922 -25.070 4.225
H: -20.648 -23.799 3.281
H: -22.480 -25.300 3.951
H: -22.735 -23.828 4.822
H: -21.866 -25.141 5.574
C: -31.891 -26.194 10.203
C: -31.006 -26.719 9.021
C: -29.478 -26.444 9.305
C: -28.721 -26.886 8.084
P: -26.985 -26.389 8.091
C: -26.189 -27.288 6.642
C: -24.686 -27.076 6.483
C: -23.983 -28.188 5.671
C: -24.029 -29.515 6.482
C: -26.681 -24.636 7.818
C: -26.950 -24.003 6.440
C: -26.583 -22.508 6.330
C: -25.152 -22.179 6.515
C: -26.172 -26.814 9.608
C: -26.510 -28.216 10.289
C: -25.489 -28.569 11.361
C: -24.002 -28.648 10.943
H: -31.788 -25.127 10.374
H: -31.583 -26.720 11.088
H: -32.908 -26.466 10.036
H: -31.374 -26.140 8.189
H: -31.180 -27.819 8.905
H: -29.210 -26.977 10.234
H: -29.400 -25.387 9.470
H: -29.181 -26.408 7.179
H: -28.610 -27.932 7.968
H: -26.759 -26.844 5.749
H: -26.570 -28.290 6.761
H: -24.221 -26.923 7.456
H: -24.474 -26.105 5.970
H: -22.987 -27.881 5.500
H: -24.406 -28.265 4.670
H: -25.002 -29.915 6.648
H: -23.441 -29.415 7.372
H: -23.467 -30.344 5.971
H: -25.668 -24.440 8.069
H: -27.342 -24.277 8.650
H: -27.993 -24.159 6.144
H: -26.252 -24.483 5.726
H: -27.123 -21.793 6.979
H: -26.890 -22.230 5.325
H: -24.886 -22.483 7.532
H: -24.985 -21.102 6.566
H: -24.499 -22.598 5.755
H: -26.288 -25.937 10.277
H: -25.132 -26.829 9.347
H: -26.602 -28.942 9.472
H: -27.501 -28.174 10.733
H: -25.765 -29.528 11.756
H: -25.546 -27.791 12.092
H: -23.522 -27.634 10.823
H: -23.872 -28.964 9.904
H: -23.510 -29.341 11.621
C: -16.985 -22.473 -3.580
C: -16.259 -22.391 -2.245
C: -16.634 -23.497 -1.306
C: -17.946 -23.042 -0.656
P: -18.807 -24.356 0.266
C: -18.087 -24.810 1.842
C: -16.608 -24.845 1.957
C: -16.010 -25.010 3.343
C: -14.527 -25.079 3.356
C: -20.497 -23.883 0.371
C: -21.323 -25.138 0.839
C: -22.866 -24.759 0.934
C: -23.822 -25.865 1.326
C: -18.676 -25.890 -0.785
C: -19.268 -25.735 -2.264
C: -18.928 -26.982 -3.106
C: -19.692 -26.941 -4.416
H: -18.101 -22.470 -3.479
H: -16.739 -23.476 -3.983
H: -16.669 -21.811 -4.327
H: -16.549 -21.497 -1.717
H: -15.154 -22.413 -2.420
H: -15.793 -23.777 -0.612
H: -16.670 -24.470 -1.782
H: -18.710 -22.826 -1.458
H: -17.973 -22.231 0.054
H: -18.497 -25.814 2.122
H: -18.461 -24.102 2.579
H: -16.144 -23.953 1.414
H: -16.262 -25.682 1.347
H: -16.396 -26.017 3.803
H: -16.302 -24.250 4.059
H: -14.237 -25.804 2.620
H: -14.075 -25.320 4.334
H: -14.056 -24.119 2.988
H: -20.842 -23.664 -0.657
H: -20.643 -22.986 1.077
H: -20.960 -25.446 1.844
H: -21.225 -25.972 0.077
H: -23.136 -24.387 -0.077
H: -22.976 -23.927 1.569
H: -23.485 -26.377 2.236
H: -23.824 -26.555 0.461
H: -24.860 -25.476 1.449
H: -19.170 -26.763 -0.284
H: -17.590 -25.940 -0.811
H: -18.798 -24.929 -2.841
H: -20.376 -25.490 -2.267
H: -19.072 -27.912 -2.579
H: -17.811 -27.000 -3.288
H: -20.727 -27.249 -4.320
H: -19.213 -27.557 -5.187
H: -19.625 -25.911 -4.805
C: -21.367 -22.162 -4.238
C: -21.412 -22.252 -2.717
C: -22.185 -21.050 -2.096
C: -22.590 -21.303 -0.641
P: -23.279 -19.885 0.334
C: -21.854 -18.773 0.653
C: -22.196 -17.343 1.006
C: -23.126 -16.473 0.141
C: -22.907 -14.984 0.479
C: -24.540 -19.159 -0.669
C: -25.499 -20.105 -1.315
C: -26.912 -19.616 -1.703
C: -26.853 -18.770 -2.939
C: -23.903 -20.638 1.811
C: -24.965 -20.038 2.687
C: -24.735 -18.654 3.227
C: -23.464 -18.602 4.052
H: -20.620 -22.786 -4.614
H: -21.120 -21.185 -4.544
H: -22.319 -22.549 -4.598
H: -20.365 -22.396 -2.383
H: -22.043 -23.162 -2.467
H: -23.004 -20.778 -2.770
H: -21.468 -20.264 -2.049
H: -21.763 -21.583 -0.038
H: -23.372 -22.076 -0.563
H: -21.202 -18.789 -0.200
H: -21.311 -19.229 1.533
H: -21.193 -16.988 1.130
H: -22.595 -17.266 2.037
H: -24.186 -16.817 0.196
H: -22.899 -16.745 -0.904
H: -21.963 -14.570 0.149
H: -23.005 -14.672 1.495
H: -23.634 -14.313 -0.021
H: -24.197 -18.293 -1.249
H: -25.155 -18.602 0.050
H: -25.622 -20.945 -0.539
H: -25.145 -20.591 -2.260
H: -27.406 -19.170 -0.837
H: -27.508 -20.524 -2.020
H: -27.877 -18.651 -3.349
H: -26.145 -19.230 -3.649
H: -26.511 -17.782 -2.754
H: -22.982 -20.773 2.402
H: -24.286 -21.588 1.436
H: -25.115 -20.764 3.547
H: -25.902 -19.939 2.191
H: -25.556 -18.307 3.933
H: -24.619 -17.920 2.402
H: -23.254 -17.533 4.480
H: -22.538 -18.925 3.580
H: -23.550 -19.262 4.906

Results of the Mulliken charge analysis, in e, for atoms 1 through 99: -1.6340 -0.4470 0.9700 0.1644 0.9850 -2.0100 0.9827 -1.0422 -0.5268 0.1798 -0.8777 -0.0535 -0.7345 -1.1615 -0.1806 -0.3774 0.5598 -1.6169 -0.3139 -0.3291 0.9483 -1.0631 0.4852 0.3656 0.4044 0.3137 -0.6292 -0.2995 0.6618 1.1520 -0.2612 0.9345 0.6001 -0.1346 0.1745 0.3448 0.4265 0.2544 0.3043 0.4305 -0.8417 0.8610 0.5582 -0.1363 -0.5042 0.5835 0.2686 0.3703 0.3887 -0.5430 1.6431 0.7167 -1.0587 0.6812 -0.8913 -0.0173 0.4003 0.1125 -1.4046 -0.2529 -0.0518 0.0891 0.5291 -0.6155 -0.3336 -0.7560 -1.2718 -0.1678 -1.1404 -0.3043 -1.4870 -0.5641 -0.0392 0.2026 -0.8168 0.3787 0.3919 0.2235 0.1502 0.3880 0.6301 -0.5971 -0.9183 0.8115 0.6782 0.6919 0.0368 0.2153 0.3284 0.3915 0.3272 0.4017 0.2923 0.5946 -0.5724 0.4774 0.8546 -0.1415 0.5782

Summary of ΔE to the lowest compared entry with this formula, charge and spin in kcal per mole
31.28, 55.44, 75.35, 0.00, 14.82, 69.48
(order as listed above)